Here is 6 unconnected molecules or ions with the total composition C35H39NO3 at a distorted geometry from the OMol25 dataset. Energies are from ωB97M-V/def2-TZVPD.

- Total energy: -44553.3468 eV
- E_HOMO: -9.26 eV
- Gap between HOMO and LUMO: 9.535 eV
- Structure (SMILES): O=C1C[C@H](COO)CN1.c1ccccc1.c1ccccc1.c1ccccc1.c1ccccc1.c1ccccc1

Structure (XYZ):
```
78
Properties=species:S:1:pos:R:3:mulliken_charge:R:1
O -2.523 1.897 -2.850 -0.606
C -1.589 1.617 -1.913 0.273
C -0.818 0.146 -1.720 -0.337
C 0.054 0.349 -0.347 0.433
C 0.507 -0.947 0.549 -0.629
O -0.531 -1.972 0.737 -0.337
O -1.457 -1.594 1.572 -0.248
C -0.605 1.668 0.403 -0.402
N -1.022 2.495 -0.807 -0.189
H -0.133 0.061 -2.680 0.228
H -1.667 -0.642 -1.548 0.170
H 1.088 0.760 -0.747 0.184
H 1.429 -1.468 0.007 0.109
H 0.945 -0.531 1.569 0.369
H -1.123 -0.870 2.180 0.309
H -1.655 1.404 0.894 0.046
H 0.092 2.262 1.148 0.277
H -0.384 3.267 -1.102 0.242
C 0.251 6.793 0.369 -0.444
C 1.060 5.658 0.418 -0.275
C 1.581 5.225 1.637 -0.414
C 1.295 5.929 2.807 -0.422
C 0.494 7.069 2.757 -0.365
C -0.030 7.500 1.538 -0.406
H -0.161 7.126 -0.580 0.357
H 1.284 5.111 -0.494 0.492
H 2.209 4.338 1.676 0.404
H 1.699 5.590 3.757 0.354
H 0.276 7.621 3.668 0.357
H -0.657 8.387 1.499 0.363
C -5.413 0.635 2.569 -0.478
C -4.774 0.866 1.351 -0.349
C -4.628 2.168 0.874 -0.187
C -5.127 3.241 1.614 -0.599
C -5.775 3.010 2.827 -0.313
C -5.917 1.708 3.306 -0.389
H -5.520 -0.379 2.944 0.384
H -4.387 0.029 0.774 0.426
H -4.127 2.347 -0.073 0.399
H -5.011 4.256 1.243 0.386
H -6.169 3.846 3.400 0.354
H -6.420 1.528 4.252 0.354
C -0.691 -3.520 -5.426 -0.432
C -0.052 -3.290 -6.643 -0.432
C 0.094 -1.987 -7.120 -0.333
C -0.405 -0.914 -6.381 -0.579
C -1.053 -1.145 -5.168 -0.218
C -1.195 -2.447 -4.689 -0.494
H -0.798 -4.534 -5.051 0.379
H 0.335 -4.126 -7.221 0.366
H 0.595 -1.808 -8.068 0.368
H -0.289 0.101 -6.751 0.383
H -1.447 -0.310 -4.595 0.625
H -1.698 -2.627 -3.743 0.390
C 0.348 -3.643 3.003 0.001
C 1.157 -4.778 3.053 -0.610
C 1.678 -5.211 4.272 -0.355
C 1.393 -4.507 5.442 -0.409
C 0.591 -3.367 5.391 -0.495
C 0.067 -2.936 4.173 -0.328
H -0.063 -3.309 2.054 0.602
H 1.381 -5.325 2.141 0.383
H 2.306 -6.097 4.310 0.362
H 1.796 -4.846 6.392 0.355
H 0.373 -2.815 6.302 0.352
H -0.560 -2.049 4.134 0.233
C 4.278 -2.056 -2.660 -0.424
C 3.589 -2.875 -1.767 -0.456
C 4.267 -3.484 -0.712 -0.304
C 5.637 -3.276 -0.551 -0.478
C 6.329 -2.464 -1.450 -0.326
C 5.650 -1.852 -2.503 -0.418
H 3.748 -1.576 -3.479 0.404
H 2.521 -3.039 -1.894 0.520
H 3.728 -4.120 -0.014 0.414
H 6.165 -3.748 0.272 0.360
H 7.398 -2.307 -1.329 0.352
H 6.188 -1.218 -3.202 0.359
```

---

Here is a molecular structure, FeH12O10P at a distorted geometry from the OMol25 dataset. Energies are from ωB97M-V/def2-TZVPD.

- Total energy: -64348.9884 eV
- E_HOMO (spin up / spin down): -1.58 / -1.57 eV
- Multiplicity: 5
- Gap between HOMO and LUMO (spin up / spin down): 2.842 / 2.803 eV
- Charge: -1

Structure (XYZ):
```
24
Properties=species:S:1:pos:R:3:lowdin_spin:R:1
Fe 4.400 -43.713 1.881 3.623
P 6.697 -43.969 2.995 0.010
O 6.103 -44.542 1.739 0.131
O 7.108 -45.105 3.922 0.010
O 5.553 -43.015 3.322 0.075
O 8.051 -43.347 2.790 0.011
O 4.521 -43.302 5.650 0.001
H 4.855 -43.193 4.760 0.001
H 3.614 -42.998 5.605 0.000
O 4.980 -42.030 0.560 0.024
H 5.876 -41.860 0.267 0.001
H 4.556 -41.172 0.546 0.002
O 3.625 -45.140 3.166 0.036
H 3.092 -45.130 3.961 0.004
H 3.732 -46.068 2.960 0.002
O 3.787 -44.901 0.100 0.025
H 3.046 -44.563 -0.404 0.002
H 3.788 -45.842 -0.077 0.002
O 7.261 -43.763 -0.567 0.001
H 6.737 -43.999 0.199 0.001
H 8.140 -43.614 -0.219 0.000
O 2.511 -42.711 2.124 0.032
H 2.179 -42.186 2.852 0.003
H 1.734 -42.918 1.603 0.003
```

---

Here is a molecular structure, C31H48FHfN7O3S2 from the OMol25 dataset. Energies are from ωB97M-V/def2-TZVPD.

- Total energy: -75186.2798 eV
- E_HOMO: -10.96 eV
- Gap between HOMO and LUMO: 6.164 eV
- Charge: +2

Structure (XYZ):
```
93
Properties=species:S:1:pos:R:3:mulliken_charge:R:1
Hf -1.846 -0.064 1.902 2.504
C -3.745 0.056 5.173 -0.350
C -2.841 1.253 4.910 -0.913
N -2.619 1.610 3.477 -0.593
C -3.698 2.499 2.964 -1.209
C -4.894 1.728 2.451 -0.917
N -4.467 0.744 1.445 0.461
C -5.657 0.191 0.763 -1.259
C -5.392 -1.099 -0.013 -0.619
C -3.960 -1.295 -0.496 -0.851
N -2.995 -1.708 0.571 -0.528
C -3.521 -2.801 1.438 -1.292
C -4.034 -2.259 2.765 -0.305
N -2.914 -1.557 3.419 -0.294
C -3.097 -1.276 4.860 -1.019
H -4.706 0.144 4.667 0.049
H -3.970 0.065 6.242 0.471
H -1.862 1.046 5.343 0.438
H -3.245 2.130 5.421 0.431
H -1.778 2.186 3.486 0.420
H -3.282 3.083 2.146 0.405
H -4.011 3.190 3.749 0.524
H -5.600 2.447 2.020 0.596
H -5.424 1.211 3.249 0.388
H -4.006 1.308 0.736 0.023
H -6.040 0.953 0.079 0.480
H -6.441 0.016 1.503 0.472
H -6.035 -1.107 -0.894 0.573
H -5.700 -1.964 0.570 0.308
H -3.585 -0.381 -0.964 0.161
H -3.965 -2.071 -1.265 0.548
H -2.185 -2.098 0.088 0.415
H -2.701 -3.489 1.638 0.500
H -4.293 -3.371 0.920 0.587
H -4.379 -3.093 3.384 0.732
H -4.866 -1.569 2.630 0.089
H -2.113 -2.197 3.377 0.284
H -2.102 -1.298 5.309 0.444
H -3.678 -2.086 5.309 0.455
C 2.737 -0.166 3.485 -1.661
C 1.385 -0.654 3.014 1.144
S 0.024 0.384 3.450 -0.628
C 1.191 -1.809 2.377 0.289
C 2.308 -2.768 2.062 -1.523
S -0.411 -2.357 1.918 -0.517
H 2.626 0.720 4.106 0.487
H 3.382 0.104 2.644 0.253
H 3.253 -0.926 4.073 0.379
H 3.286 -2.330 2.251 0.369
H 2.259 -3.089 1.018 0.350
H 2.214 -3.670 2.671 0.362
F 4.349 -1.404 -0.972 -0.356
C 3.385 -0.659 -1.558 0.445
C 2.210 -0.446 -0.909 -0.099
C 1.242 0.384 -1.487 -0.207
C 0.004 0.591 -0.756 1.354
O -0.206 -0.053 0.296 -0.468
C -0.900 1.513 -1.335 -0.015
C -0.629 2.052 -2.555 -0.075
N 0.492 1.834 -3.268 0.139
C 0.543 2.527 -4.558 -0.231
C 1.102 1.970 -5.827 -0.556
C 1.746 3.170 -5.168 -0.514
C 1.478 1.001 -2.730 0.032
C 2.686 0.717 -3.384 -1.105
C 3.647 -0.102 -2.819 -0.491
N 4.848 -0.355 -3.501 0.158
C 5.682 0.709 -4.004 -0.473
C 7.001 0.773 -3.240 -0.901
N 7.671 -0.574 -3.308 -0.099
C 6.794 -1.677 -2.772 -0.718
C 5.473 -1.659 -3.529 -0.773
C -2.140 1.874 -0.600 -0.325
O -3.125 2.314 -1.160 -0.684
O -2.061 1.667 0.690 -0.590
H 2.014 -0.875 0.068 0.062
H -1.364 2.715 -2.993 0.494
H -0.370 3.089 -4.677 0.503
H 0.516 2.129 -6.721 0.327
H 1.616 1.021 -5.809 0.192
H 1.597 4.144 -5.613 0.332
H 2.708 3.053 -4.693 0.148
H 2.898 1.100 -4.366 0.759
H 5.179 1.668 -3.897 0.315
H 5.891 0.566 -5.073 0.355
H 6.835 0.990 -2.186 0.367
H 7.682 1.510 -3.663 0.438
H 8.550 -0.550 -2.789 0.351
H 7.914 -0.779 -4.281 0.388
H 6.646 -1.482 -1.713 0.451
H 7.322 -2.620 -2.904 0.347
H 4.814 -2.411 -3.105 0.459
H 5.657 -1.947 -4.573 0.351
```

---

Here is 2 unconnected molecules or ions with the total composition C4H9N2O at a distorted geometry from the OMol25 dataset. Energies are from ωB97M-V/def2-TZVPD.

- Total energy: -9320.0260 eV
- E_HOMO (spin up / spin down): -8.00 / -9.66 eV
- Multiplicity: 2
- Gap between HOMO and LUMO (spin up / spin down): 8.920 / 8.980 eV

Structure (XYZ):
```
16
Properties=species:S:1:pos:R:3:lowdin_spin:R:1
C 1.640 0.397 -1.094 -0.005
C 0.551 -0.286 -0.318 0.047
C -0.065 -1.478 -0.680 0.371
N -1.032 -1.842 0.297 0.121
C -0.703 -0.910 1.371 0.042
N 0.001 0.227 0.780 0.349
H 2.034 -0.304 -1.828 0.000
H 2.381 0.772 -0.393 -0.002
H 1.249 1.255 -1.645 -0.003
H 0.133 -2.172 -1.484 0.020
H -1.941 -1.681 -0.130 0.023
H -1.569 -0.626 1.960 0.002
H -1.067 3.314 -0.186 0.000
H 0.008 -1.471 1.982 0.023
H -0.296 2.052 0.301 0.002
O -0.198 2.891 -0.198 0.006
```

---

Here is a single C17H27ClN2O3S2 molecule from the OMol25 dataset. Energies are from ωB97M-V/def2-TZVPD.

- Total energy: -61383.1262 eV
- E_HOMO: -8.39 eV
- Gap between HOMO and LUMO: 8.985 eV
- Structure (SMILES): CCS[C@H](C)C(=O)N(C)CCOCCN(C)C(=O)c1c(C)csc1Cl

Structure (XYZ):
```
52
Properties=species:S:1:pos:R:3:nbo_charge:R:1
C 3.479 -2.816 -1.543 -0.613
C 2.102 -2.172 -1.582 -0.526
S 2.272 -0.388 -1.307 0.212
C 0.507 0.079 -1.330 -0.419
C -0.052 0.185 -2.742 -0.612
C 0.437 1.433 -0.632 0.680
O 0.852 2.424 -1.210 -0.631
N -0.065 1.492 0.635 -0.440
C -0.020 2.762 1.341 -0.413
C -0.627 0.373 1.373 -0.242
C 0.454 -0.464 2.048 -0.074
O -0.090 -1.402 2.956 -0.550
C -0.698 -2.524 2.346 -0.074
C -0.086 -3.847 2.859 -0.237
N 1.224 -3.694 3.460 -0.410
C 1.284 -3.546 4.902 -0.407
C 2.254 -3.482 2.615 0.685
O 2.081 -3.368 1.406 -0.652
C 3.642 -3.426 3.168 -0.219
C 4.519 -2.307 2.973 -0.007
C 4.091 -1.016 2.347 -0.640
C 5.765 -2.560 3.454 -0.412
S 5.916 -4.131 4.127 0.472
C 4.274 -4.466 3.775 -0.226
Cl 3.599 -5.996 4.162 0.049
H 3.394 -3.885 -1.741 0.217
H 4.141 -2.380 -2.292 0.207
H 3.930 -2.699 -0.558 0.220
H 1.628 -2.339 -2.550 0.201
H 1.475 -2.593 -0.795 0.226
H -0.018 -0.694 -0.771 0.211
H -1.118 0.424 -2.716 0.207
H 0.467 0.973 -3.281 0.240
H 0.074 -0.756 -3.276 0.209
H 0.601 3.454 0.783 0.249
H -1.022 3.186 1.443 0.193
H 0.399 2.618 2.339 0.191
H -1.285 0.780 2.143 0.211
H -1.255 -0.242 0.727 0.200
H 1.082 -0.966 1.304 0.196
H 1.097 0.197 2.633 0.187
H -1.772 -2.514 2.550 0.179
H -0.556 -2.474 1.263 0.178
H -0.729 -4.288 3.621 0.199
H -0.015 -4.547 2.027 0.227
H 2.306 -3.357 5.216 0.223
H 0.662 -2.704 5.211 0.210
H 0.931 -4.455 5.392 0.199
H 3.324 -0.531 2.955 0.216
H 4.934 -0.331 2.260 0.222
H 3.665 -1.174 1.356 0.247
H 6.613 -1.894 3.449 0.240
```

---

Here is a molecular structure, C33H67Cl26INOP at a distorted geometry from the OMol25 dataset. Energies are from ωB97M-V/def2-TZVPD.

- Total energy: -381818.5213 eV
- E_HOMO: -7.08 eV
- Gap between HOMO and LUMO: 7.299 eV

Structure (XYZ):
```
130
Properties=species:S:1:pos:R:3:mulliken_charge:R:1
C 1.287 1.130 -0.748 -0.291
C -0.326 1.201 -0.881 -0.467
I -0.758 1.806 -2.934 -0.017
C -0.925 -0.269 -0.458 0.073
P -1.270 -1.224 -2.082 0.084
C -3.137 -1.179 -2.456 -0.404
C -4.056 -1.250 -1.173 0.093
O -4.335 -0.249 -0.459 -0.558
C -0.723 -3.049 -1.848 0.597
C 0.592 -3.183 -0.939 -0.531
N 0.226 -3.525 0.486 -0.178
H 1.670 0.083 -1.011 0.083
H 1.795 1.894 -1.419 0.221
H 1.512 1.324 0.355 -0.210
H -0.669 1.971 -0.107 0.506
H -0.107 -0.750 0.159 -0.171
H -1.866 -0.052 0.136 0.283
H -3.340 -0.170 -2.962 0.325
H -3.433 -2.038 -3.135 0.194
H -4.559 -2.231 -0.845 0.246
H -0.434 -3.447 -2.885 -0.292
H -1.559 -3.721 -1.473 -0.156
H 1.140 -4.115 -1.323 0.456
H 1.248 -2.252 -0.946 0.019
H 1.070 -3.864 0.961 -0.007
H -0.101 -2.694 0.990 0.144
Cl -1.051 -6.320 1.692 -0.134
C -2.813 -6.370 1.935 -0.249
C -3.566 -6.165 0.640 -0.673
Cl -3.392 -4.501 0.025 -0.061
H -3.076 -5.614 2.676 0.071
H -3.048 -7.351 2.351 0.353
H -4.632 -6.334 0.799 0.320
H -3.225 -6.851 -0.137 0.338
Cl 1.809 -5.608 -4.932 -0.191
C 0.248 -6.228 -5.527 -0.573
C -0.528 -5.179 -6.296 -0.033
Cl -1.114 -3.870 -5.239 -0.123
H -0.318 -6.598 -4.671 0.318
H 0.471 -7.074 -6.179 0.372
H -1.409 -5.633 -6.756 -0.200
H 0.075 -4.732 -7.086 0.385
Cl 3.103 -4.976 2.011 -0.188
C 4.042 -3.726 2.866 -0.442
C 4.857 -2.873 1.915 -0.299
Cl 6.193 -3.787 1.171 -0.196
H 4.674 -4.222 3.603 0.386
H 3.323 -3.101 3.400 0.253
H 5.308 -2.041 2.459 0.293
H 4.241 -2.463 1.114 0.200
Cl 1.604 4.337 -1.301 -0.117
C 1.892 5.125 0.269 -0.393
C 3.369 5.279 0.569 -0.438
Cl 4.153 3.709 0.879 -0.130
H 1.387 4.541 1.040 0.118
H 1.417 6.107 0.220 0.398
H 3.505 5.883 1.468 0.390
H 3.897 5.766 -0.250 0.184
Cl 7.246 -0.443 -0.612 -0.163
C 7.758 1.099 -1.346 -0.528
C 6.855 2.244 -0.934 0.368
Cl 5.226 2.095 -1.643 -0.141
H 7.774 0.972 -2.429 0.423
H 8.778 1.282 -1.012 0.303
H 7.266 3.187 -1.287 -0.172
H 6.750 2.303 0.147 -0.043
Cl 9.702 3.378 -1.563 -0.146
C 10.209 4.918 -2.303 -0.681
C 9.321 6.070 -1.887 0.463
Cl 7.682 5.937 -2.574 -0.188
H 10.216 4.786 -3.386 0.399
H 11.234 5.103 -1.976 0.309
H 9.741 7.010 -2.250 0.381
H 9.229 6.134 -0.804 -0.573
Cl -8.844 -0.425 2.818 -0.236
C -7.069 -0.500 2.974 -0.285
C -6.424 -1.240 1.822 -0.341
Cl -6.796 -2.984 1.850 -0.180
H -6.834 -0.965 3.932 0.113
H -6.711 0.530 2.999 0.385
H -5.339 -1.147 1.883 0.203
H -6.744 -0.842 0.859 0.334
Cl 7.748 3.780 2.027 -0.035
C 8.753 4.941 2.921 -0.606
C 9.590 5.801 1.999 -0.412
Cl 10.874 4.868 1.186 -0.155
H 9.375 4.381 3.621 0.322
H 8.073 5.570 3.498 0.306
H 10.086 6.583 2.577 0.354
H 8.981 6.279 1.231 0.209
Cl -4.851 -4.233 -6.849 -0.129
C -5.302 -5.242 -8.246 -0.463
C -4.450 -6.490 -8.346 -0.462
Cl -2.763 -6.117 -8.781 -0.187
H -5.223 -4.630 -9.145 0.310
H -6.349 -5.518 -8.112 0.301
H -4.841 -7.144 -9.127 0.325
H -4.443 -7.047 -7.408 0.323
Cl -0.459 6.815 -2.388 -0.136
C 0.360 8.395 -2.472 -0.543
C 1.782 8.277 -2.980 -0.485
Cl 2.848 7.457 -1.811 -0.132
H 0.323 8.848 -1.480 0.310
H -0.225 9.018 -3.152 0.353
H 2.201 9.271 -3.144 0.330
H 1.828 7.728 -3.921 0.306
Cl -7.912 -5.783 6.571 -0.190
C -7.018 -4.242 6.584 -0.426
C -6.509 -3.866 5.208 -0.288
Cl -5.212 -4.954 4.651 -0.148
H -6.204 -4.330 7.304 0.333
H -7.710 -3.478 6.943 0.315
H -6.088 -2.859 5.232 0.119
H -7.306 -3.883 4.465 0.268
Cl -0.676 2.779 4.100 -0.192
C 1.094 2.692 4.284 -0.525
C 1.757 2.003 3.111 0.408
Cl 1.381 0.261 3.054 -0.142
H 1.312 2.183 5.224 0.395
H 1.454 3.719 4.361 0.315
H 2.841 2.089 3.195 0.219
H 1.453 2.445 2.161 -0.463
Cl -10.896 1.395 7.088 -0.197
C -11.370 1.249 5.377 -0.123
C -11.335 2.582 4.658 -0.408
Cl -12.614 3.686 5.225 -0.191
H -12.363 0.799 5.339 0.340
H -10.665 0.559 4.911 -0.005
H -11.499 2.430 3.590 0.276
H -10.375 3.082 4.787 0.316
```